ORCA calculation (ωB97M-V with the def2-TZVPD basis set) on C5H8N2S in the gas phase at a distorted geometry.

Last columns: bonded neighbours and bond lengths (Å).
Positions of all 16 atoms, in Å:
1 S -2.210 -0.380 -2.388  C6 1.700
2 N 0.436 -0.504 -0.503  C5 1.466, C7 1.255
3 N 0.514 -2.732 0.152  C7 1.350, H14 1.096, H16 1.157
4 C -0.126 1.747 0.428  C5 1.348, C8 1.638, H13 1.058
5 C -0.354 0.728 -0.424  N2 1.466, C4 1.348, C6 1.524
6 C -1.409 0.841 -1.518  S1 1.700, C5 1.524, H12 1.036
7 C -0.113 -1.598 -0.227  N2 1.255, N3 1.350, H10 1.159
8 C 1.118 1.378 1.427  C4 1.638, H9 1.245, H11 1.181, H15 1.162
9 H 1.816 2.338 1.801  C8 1.245
10 H -1.264 -1.640 -0.356  C7 1.159
11 H 1.778 0.488 1.018  C8 1.181
12 H -1.709 1.829 -1.610  C6 1.036
13 H -0.785 2.573 0.376  C4 1.058
14 H 1.574 -2.528 -0.040  N3 1.096
15 H 0.593 1.040 2.408  C8 1.162
16 H 0.141 -3.579 -0.543  N3 1.157

Calculated values
HOMO: -0.3142 Eh
SMILES string: C/C=C(C=S)\N=C\N
Kohn-Sham gap: 7.78 eV
charge: 0
E_tot: -702.89423 Eh
energy relative to the best compared isomer or geometry (same formula, charge and spin): 85.21 kcal per mole

***

ORCA calculation (ωB97M-V with the def2-TZVPD basis set) on C4H5NO4 in the gas phase at a distorted geometry.

Last columns: bonded neighbours and bond lengths (Å).
Positions of all 14 atoms, in Å:
1 O 2.245 3.967 0.953  N5 1.183
2 O 3.861 2.696 0.289  N5 1.174
3 O 2.626 0.803 1.593  C8 1.210
4 O 1.783 2.006 -0.058  N5 1.486, C8 1.358
5 N 2.744 3.022 0.444  O1 1.183, O2 1.174, O4 1.486
6 C -0.401 0.596 -0.643  C7 1.489, H10 1.126, H11 1.080, H13 1.126
7 C 0.454 0.175 0.501  C6 1.489, C8 1.527, C9 1.289
8 C 1.771 0.909 0.743  O3 1.210, O4 1.358, C7 1.527
9 C 0.348 -0.984 1.055  C7 1.289, H12 1.099, H14 1.141
10 H -0.882 1.581 -0.382  C6 1.126
11 H 0.218 0.648 -1.528  C6 1.080
12 H 1.120 -1.285 1.777  C9 1.099
13 H -1.104 -0.283 -0.659  C6 1.126
14 H -0.588 -1.618 0.901  C9 1.141

Calculated values
HOMO: -0.3969 Eh
SMILES string: C=C(C)C(=O)O[N+](=O)[O-]
Kohn-Sham gap: 10.85 eV
charge: 0
E_tot: -510.96413 Eh
energy relative to the best compared isomer or geometry (same formula, charge and spin): 123.84 kcal per mole

***

ORCA calculation (ωB97M-V with the def2-TZVPD basis set) on 15 unconnected molecules or ions with the total composition C21H56BrFN18O30P at a distorted geometry.

Last columns: bonded neighbours and bond lengths (Å).
Positions of all 128 atoms, in Å:
1 Br 1.398 0.479 -0.866  C72 1.940
2 P -5.100 -5.577 0.033  O5 1.636, O10 1.617, N40 1.783
3 F -0.203 -5.884 1.696  C61 1.373
4 O -4.697 -1.446 2.477  N38 1.221
5 O -5.843 -4.740 1.226  P2 1.636, H117 0.973
6 O -0.250 6.932 -3.410  N44 1.211
7 O 0.384 1.844 -4.338  N41 1.210
8 O 6.395 4.757 -1.060  N48 1.205
9 O 1.856 6.827 -3.003  N44 1.214
10 O -4.075 -6.557 0.812  P2 1.617, H102 0.973
11 O 5.076 4.581 2.499  N50 1.209
12 O 3.759 8.507 0.994  N47 1.214
13 O 1.768 0.752 2.987  N51 1.220
14 O -6.106 -2.523 6.141  N36 1.211
15 O 0.858 -0.208 -4.795  N41 1.214
16 O 4.895 0.504 -0.645  N35 1.218
17 O -2.598 -7.327 6.271  N49 1.205
18 O 6.484 1.819 -1.241  N35 1.206
19 O 2.285 -3.973 -2.776  N45 1.217
20 O -3.714 -0.638 -7.038  N37 1.213
21 O -1.379 6.991 1.357  N46 1.208
22 O 3.911 10.627 1.329  N47 1.209
23 O -3.176 -6.391 4.421  N49 1.219
24 O -0.617 -10.272 -0.093  N42 1.214
25 O -2.374 -11.030 0.896  N42 1.209
26 O 5.805 3.703 4.326  N50 1.216
27 O 2.288 2.755 2.385  N51 1.206
28 O -5.635 0.436 2.044  N38 1.207
29 O -1.034 5.740 -0.362  N46 1.216
30 O 3.153 -2.400 -1.596  N45 1.213
31 O -2.141 0.654 -7.726  N37 1.213
32 O -6.353 -0.384 6.250  N36 1.215
33 O 4.634 4.084 -2.096  N48 1.223
34 N -1.033 -2.830 -1.073  N39 1.355, C54 1.451, C63 1.346
35 N 5.517 1.139 -1.477  O16 1.218, O18 1.206, C59 1.483
36 N -6.037 -1.460 6.717  O14 1.211, O32 1.215, C67 1.488
37 N -3.105 -0.059 -7.913  O20 1.213, O31 1.213, C64 1.488
38 N -5.637 -0.670 2.528  O4 1.221, O28 1.207, C58 1.487
39 N -2.346 -2.897 -1.398  N34 1.355, C60 1.361, H77 1.005
40 N -4.164 -4.299 -0.785  P2 1.783, C60 1.350, H91 1.007
41 N 0.080 0.707 -4.621  O7 1.210, O15 1.214, C65 1.488
42 N -1.662 -10.133 0.509  O24 1.214, O25 1.209, C57 1.489
43 N -1.919 -4.528 0.025  C60 1.327, C63 1.342
44 N 0.774 6.316 -3.210  O6 1.211, O9 1.214, C52 1.488
45 N 3.236 -3.390 -2.291  O19 1.217, O30 1.213, C66 1.488
46 N -1.459 6.744 0.177  O21 1.208, O29 1.216, C53 1.489
47 N 3.420 9.657 0.800  O12 1.214, O22 1.209, C71 1.490
48 N 5.201 4.722 -1.220  O8 1.205, O33 1.223, C68 1.487
49 N -2.395 -6.600 5.332  O17 1.205, O23 1.219, C55 1.486
50 N 5.924 4.411 3.345  O11 1.209, O26 1.216, C69 1.489
51 N 2.571 1.632 2.722  O13 1.220, O27 1.206, C70 1.489
52 C 0.706 4.830 -3.203  N44 1.488, H89 1.082, H106 1.086, H113 1.085
53 C -2.125 7.742 -0.705  N46 1.489, H74 1.085, H88 1.086, H97 1.083
54 C -0.147 -1.802 -1.586  N34 1.451, C72 1.544, H104 1.079, H111 1.086
55 C -1.084 -5.904 5.249  N49 1.486, H80 1.086, H82 1.083, H125 1.085
56 C -0.757 -0.601 0.628  C72 1.532, H96 1.082, H107 1.082, H115 1.087
57 C -2.090 -8.733 0.784  N42 1.489, H109 1.086, H114 1.080, H127 1.084
58 C -6.871 -1.107 3.234  N38 1.487, H99 1.081, H108 1.081, H123 1.087
59 C 5.034 1.113 -2.880  N35 1.483, H79 1.085, H94 1.086, H121 1.083
60 C -2.863 -3.947 -0.704  N39 1.361, N40 1.350, N43 1.327
61 C 0.855 -5.411 0.961  F3 1.373, C62 1.520, H78 1.085, H93 1.086
62 C 0.578 -4.072 0.298  C61 1.520, C63 1.482, H81 1.082, H92 1.088
63 C -0.790 -3.848 -0.226  N34 1.346, N43 1.342, C62 1.482
64 C -3.560 -0.230 -9.319  N37 1.488, H84 1.086, H87 1.085, H110 1.083
65 C -1.373 0.419 -4.759  N41 1.488, H73 1.080, H101 1.088, H126 1.083
66 C 4.600 -3.925 -2.557  N45 1.488, H100 1.086, H116 1.086, H124 1.083
67 C -5.525 -1.456 8.115  N36 1.488, H83 1.085, H90 1.086, H95 1.083
68 C 4.342 5.508 -0.296  N48 1.487, H120 1.084, H122 1.082, H128 1.087
69 C 7.213 5.132 3.158  N50 1.489, H75 1.086, H85 1.083, H98 1.086
70 C 4.017 1.288 2.802  N51 1.489, H103 1.087, H105 1.083, H118 1.087
71 C 2.315 9.902 -0.168  N47 1.490, H86 1.086, H112 1.084, H119 1.085
72 C -0.296 -0.466 -0.827  Br1 1.940, C54 1.544, C56 1.532, H76 1.084
73 H -1.762 1.054 -5.542  C65 1.080
74 H -2.967 7.247 -1.177  C53 1.085
75 H 6.989 6.194 3.135  C69 1.086
76 H -1.024 0.158 -1.332  C72 1.084
77 H -2.803 -2.270 -2.037  N39 1.005
78 H 1.693 -5.305 1.642  C61 1.085
79 H 4.162 0.469 -2.931  C59 1.085
80 H -0.622 -6.224 4.320  C55 1.086
81 H 1.280 -3.936 -0.514  C62 1.082
82 H -0.485 -6.186 6.106  C55 1.083
83 H -6.308 -1.046 8.745  C67 1.085
84 H -2.732 -0.656 -9.877  C64 1.086
85 H 7.867 4.885 3.985  C69 1.083
86 H 1.522 10.411 0.372  C71 1.086
87 H -3.813 0.755 -9.698  C64 1.085
88 H -1.394 8.047 -1.448  C53 1.086
89 H -0.316 4.534 -3.396  C52 1.082
90 H -4.643 -0.823 8.135  C67 1.086
91 H -4.731 -3.729 -1.391  N40 1.007
92 H 0.790 -3.280 1.012  C62 1.088
93 H 1.127 -6.142 0.205  C61 1.086
94 H 5.841 0.737 -3.502  C59 1.086
95 H -5.287 -2.475 8.394  C67 1.083
96 H -0.418 -1.513 1.102  C56 1.082
97 H -2.450 8.581 -0.102  C53 1.083
98 H 7.631 4.805 2.211  C69 1.086
99 H -6.717 -2.108 3.613  C58 1.081
100 H 5.045 -4.167 -1.597  C66 1.086
101 H -1.838 0.651 -3.803  C65 1.088
102 H -4.095 -6.336 1.759  O10 0.973
103 H 4.444 1.443 1.814  C70 1.087
104 H 0.884 -2.116 -1.551  C54 1.079
105 H 4.107 0.252 3.105  C70 1.083
106 H 1.033 4.496 -2.223  C52 1.086
107 H -0.332 0.214 1.199  C56 1.082
108 H -7.045 -0.411 4.043  C58 1.081
109 H -1.308 -8.269 1.378  C57 1.086
110 H -4.420 -0.887 -9.323  C64 1.083
111 H -0.377 -1.626 -2.632  C54 1.086
112 H 1.981 8.950 -0.563  C71 1.084
113 H 1.374 4.467 -3.978  C52 1.085
114 H -3.026 -8.759 1.323  C57 1.080
115 H -1.837 -0.527 0.727  C56 1.087
116 H 5.163 -3.141 -3.054  C66 1.086
117 H -5.234 -4.049 1.541  O5 0.973
118 H 4.474 1.954 3.530  C70 1.087
119 H 2.710 10.535 -0.956  C71 1.085
120 H 3.784 6.217 -0.898  C68 1.084
121 H 4.783 2.133 -3.141  C59 1.083
122 H 4.977 6.015 0.419  C68 1.082
123 H -7.682 -1.077 2.511  C58 1.087
124 H 4.507 -4.802 -3.184  C66 1.083
125 H -1.280 -4.836 5.239  C55 1.085
126 H -1.494 -0.626 -5.017  C65 1.083
127 H -2.200 -8.231 -0.169  C57 1.084
128 H 3.674 4.811 0.203  C68 1.087

Calculated values
HOMO: -0.4402 Eh
Kohn-Sham gap: 9.38 eV
charge: +1
E_tot: -7090.32499 Eh